No. 1
A structure of composition C24H58Br4N4 at a distorted geometry. Source: OMol25; level of theory: ωB97M-V/def2-TZVPD.

Values from the calculation:
energy above the lowest of the compared OMol25 structures with the same formula, charge and spin	2247.6	kJ/mol
charge	0
maximum force	0.257	hartree/bohr

Positions of all 90 atoms, in Å:
N  -0.006  -0.005  1.779
H  -0.134  -0.278  0.815
H  -0.560  -0.489  2.471
H  -0.079  1.002  1.809
H  0.946  -0.262  1.996
C  -3.583  5.585  1.896
C  -2.818  4.198  1.564
C  -3.860  3.050  1.251
N  -3.326  1.693  0.716
C  -2.854  1.868  -0.731
C  -4.492  0.676  0.883
C  -3.906  -0.667  0.838
C  -2.646  -0.537  1.768
C  -2.236  0.928  1.584
H  -2.841  6.367  2.052
H  -4.116  5.569  2.847
H  -4.115  5.870  0.988
H  -2.155  3.967  2.398
H  -2.178  4.298  0.688
H  -4.583  3.289  0.471
H  -4.314  2.957  2.238
H  -1.976  2.499  -0.869
H  -3.776  2.123  -1.254
H  -2.588  0.856  -1.034
H  -5.301  0.973  0.216
H  -4.724  0.873  1.929
H  -3.649  -0.898  -0.196
H  -4.407  -1.539  1.258
H  -1.832  -1.203  1.482
H  -2.907  -0.701  2.813
H  -1.227  1.038  1.188
H  -2.270  1.415  2.558
C  1.991  0.082  -4.401
C  2.050  0.893  -3.120
C  2.536  0.168  -1.914
N  2.827  0.987  -0.603
C  3.616  0.043  0.363
C  3.585  2.254  -0.921
C  2.547  3.419  -0.885
C  1.440  2.972  0.040
C  1.522  1.455  0.064
H  2.820  -0.625  -4.441
H  2.210  0.746  -5.237
H  0.987  -0.309  -4.568
H  1.258  1.617  -2.930
H  2.894  1.501  -3.446
H  3.470  -0.368  -2.085
H  1.848  -0.654  -1.714
H  4.618  0.001  -0.066
H  3.014  -0.860  0.462
H  3.712  0.542  1.327
H  4.294  2.359  -0.100
H  4.059  2.434  -1.886
H  2.928  4.380  -0.540
H  2.113  3.684  -1.849
H  1.516  3.300  1.076
H  0.433  3.090  -0.361
H  1.264  1.226  1.098
H  0.700  0.959  -0.453
C  -1.370  -3.810  2.405
C  -0.640  -3.020  1.327
C  0.392  -3.850  0.588
N  1.219  -3.162  -0.480
C  1.729  -1.806  0.146
C  0.486  -2.847  -1.822
C  1.221  -3.638  -2.866
C  2.609  -3.876  -2.421
C  2.419  -4.018  -0.895
H  -1.674  -3.326  3.333
H  -0.805  -4.677  2.748
H  -2.309  -4.171  1.986
H  -0.086  -2.217  1.814
H  -1.269  -2.516  0.592
H  -0.191  -4.639  0.112
H  0.953  -4.369  1.365
H  1.974  -2.135  1.156
H  0.936  -1.062  0.079
H  2.666  -1.677  -0.396
H  0.272  -1.820  -2.118
H  -0.535  -3.195  -1.664
H  1.220  -3.183  -3.857
H  0.691  -4.490  -3.292
H  3.235  -3.045  -2.745
H  3.226  -4.655  -2.870
H  3.310  -3.861  -0.287
H  2.171  -5.072  -0.765
Br  2.429  -0.346  2.587
Br  0.048  2.432  2.049
Br  -1.252  -1.324  3.470
Br  -0.812  -0.437  -0.606

Force components x, y, z for each atom (eV/Å):
N 1.9 -2.8 -2.4
H 0.3 0.0 2.4
H 0.6 1.4 -1.0
H 0.2 -2.6 0.6
H -1.0 0.1 0.0
C 1.7 -1.4 -0.8
C -1.2 0.6 -0.5
C 1.6 0.3 0.6
N 0.7 -0.3 0.8
C -1.6 -1.4 1.0
C 0.0 1.6 0.7
C 1.6 -1.3 -0.4
C -3.4 2.0 -3.8
C -1.7 0.5 0.4
H 0.3 -0.1 -0.1
H -0.6 -0.3 -0.4
H -0.7 0.1 0.5
H -0.2 -0.4 -0.1
H 0.1 0.4 0.1
H -0.1 0.5 0.3
H -0.5 -0.9 -0.3
H -0.4 0.2 0.4
H 0.3 0.7 -0.4
H -0.1 0.5 -0.2
H 0.0 -0.2 0.0
H -0.7 0.1 -0.1
H 0.2 -0.3 -0.1
H -0.9 0.5 -0.2
H -1.7 0.6 -0.5
H -1.5 0.4 -1.3
H -3.1 0.6 -0.8
H 0.1 0.1 -0.1
C -0.9 0.1 -0.2
C 2.1 1.8 -0.6
C 0.0 -0.7 1.3
N -0.3 -0.9 -1.0
C 1.4 2.9 -2.1
C -0.7 1.9 0.6
C -0.3 0.2 0.1
C 1.3 -0.7 -2.2
C 0.2 0.3 -1.0
H -0.4 -0.5 0.2
H -0.3 0.1 0.0
H 0.3 -0.7 -0.1
H -0.4 -0.5 -0.1
H 0.1 0.9 0.6
H 0.3 0.3 -0.4
H -0.1 0.7 0.4
H 0.1 -0.7 -0.5
H 2.6 2.3 0.6
H 0.3 0.3 -1.0
H 0.1 0.1 -0.2
H 0.4 -1.4 0.0
H 0.6 -0.2 0.1
H 0.3 -0.5 -0.5
H 0.7 0.7 -1.1
H 0.2 1.2 0.1
H 2.6 -0.6 -0.8
H 0.8 0.8 -0.5
C -0.7 -2.1 -0.7
C 1.2 0.5 -0.1
C -1.6 -1.2 -0.3
N 0.4 1.5 -0.2
C 0.2 -5.0 -0.8
C -1.0 -1.7 0.3
C -1.1 -0.6 -2.9
C 1.3 0.8 1.0
C 0.1 -0.7 -0.5
H 0.4 -0.2 -0.8
H 0.2 -0.3 -0.3
H -0.1 -0.4 -0.1
H 0.0 -0.3 -0.1
H -0.3 -0.6 0.2
H 0.3 -0.3 -0.6
H 1.0 0.3 -0.4
H 0.0 0.4 -0.1
H 1.3 -0.6 -0.2
H -1.4 -0.8 -0.5
H 1.1 0.1 0.8
H 0.0 -0.3 -0.1
H 0.3 1.3 0.2
H -0.2 -1.0 1.3
H -0.1 0.7 0.6
H -0.8 -0.8 0.2
H -0.3 0.5 0.1
H -0.4 0.1 0.4
Br 3.7 -1.2 6.5
Br -1.6 9.9 6.0
Br 0.6 -3.2 12.8
Br -3.9 -0.9 -7.7


No. 2
A cluster of 4 separate species, C24H58ClPS in total at a distorted geometry. Source: OMol25; level of theory: ωB97M-V/def2-TZVPD.

Values from the calculation:
SMILES	C[C@@H](Cl)C[PH3]CCCS.CCCCCC.CCCCCC.CCCCCC
E_tot	-58472.9756	eV
charge	0
maximum force	0.039	hartree/bohr

Positions of all 85 atoms, in Å:
C  -2.178  -3.675  7.775
C  -1.071  -2.536  7.781
Cl  -0.048  -2.852  6.284
C  -1.795  -1.144  7.665
P  -0.528  0.333  7.657
C  0.832  1.677  7.563
C  1.029  2.304  6.134
C  2.333  1.832  5.398
S  1.944  0.865  3.847
H  -3.089  -3.245  7.305
H  -1.836  -4.500  7.114
H  -2.358  -4.047  8.801
H  -0.446  -2.587  8.698
H  -2.568  -1.027  8.465
H  -2.336  -1.175  6.692
H  -1.103  0.890  8.839
H  0.510  -0.646  7.843
H  -1.093  0.727  6.400
H  0.686  2.481  8.325
H  1.802  1.182  7.820
H  0.160  2.171  5.455
H  1.145  3.404  6.279
H  2.872  2.736  5.046
H  2.984  1.176  6.008
H  2.742  -0.263  3.816
C  5.258  2.816  -2.350
C  3.874  2.187  -2.235
C  3.235  2.377  -0.859
C  3.990  1.731  0.305
C  4.219  0.226  0.183
C  2.928  -0.580  0.142
H  5.968  2.355  -1.661
H  5.649  2.686  -3.362
H  5.218  3.887  -2.139
H  3.930  1.124  -2.487
H  3.221  2.644  -2.984
H  2.212  1.987  -0.890
H  3.140  3.449  -0.656
H  3.433  1.931  1.227
H  4.959  2.226  0.429
H  4.809  -0.104  1.044
H  4.820  0.002  -0.703
H  2.328  -0.399  1.038
H  3.151  -1.648  0.095
H  2.323  -0.330  -0.732
C  -3.194  -2.526  -1.637
C  -3.614  -1.120  -1.226
C  -2.603  -0.045  -1.622
C  -1.221  -0.178  -0.977
C  -1.211  -0.183  0.551
C  -1.736  1.110  1.163
H  -2.272  -2.833  -1.139
H  -3.970  -3.246  -1.368
H  -3.039  -2.585  -2.717
H  -3.801  -1.092  -0.149
H  -4.569  -0.889  -1.708
H  -3.023  0.937  -1.383
H  -2.477  -0.060  -2.710
H  -0.595  0.648  -1.333
H  -0.739  -1.093  -1.336
H  -0.181  -0.333  0.888
H  -1.786  -1.031  0.934
H  -1.150  1.968  0.822
H  -1.667  1.066  2.252
H  -2.783  1.283  0.905
C  -0.781  -1.532  -5.107
C  -0.251  -0.942  -6.409
C  -0.991  0.322  -6.845
C  -2.480  0.133  -7.146
C  -2.801  -0.905  -8.221
C  -2.229  -0.556  -9.590
H  -1.821  -1.852  -5.202
H  -0.192  -2.406  -4.821
H  -0.718  -0.803  -4.295
H  -0.288  -1.700  -7.197
H  0.806  -0.694  -6.273
H  -0.491  0.735  -7.726
H  -0.892  1.080  -6.061
H  -2.893  1.100  -7.452
H  -3.006  -0.138  -6.226
H  -3.889  -0.985  -8.308
H  -2.445  -1.893  -7.915
H  -2.602  0.412  -9.932
H  -2.521  -1.308  -10.325
H  -1.138  -0.518  -9.574

Force components x, y, z for each atom (eV/Å):
C 0.8 0.5 -0.4
C -2.0 -0.2 0.1
Cl -0.1 0.5 0.7
C 0.4 -0.7 -0.3
P 0.0 -0.6 0.1
C 0.7 0.4 -0.6
C 0.7 0.5 0.5
C 0.0 -0.2 -0.4
S -0.1 -0.3 -0.1
H 0.4 -0.4 0.5
H -0.3 0.3 0.7
H -0.1 0.2 -0.6
H -0.1 -0.1 -0.9
H 0.6 -0.3 -0.4
H 0.3 0.1 0.6
H 0.1 -0.1 -0.2
H -0.2 0.2 0.0
H 0.2 0.2 0.1
H -0.1 -0.5 -0.6
H -0.8 0.3 0.1
H 0.3 -0.1 0.5
H -0.2 -0.7 -0.2
H 0.0 -0.8 0.3
H -0.3 0.7 -0.2
H -0.3 1.0 0.6
C 0.0 -0.1 -0.1
C 0.0 0.1 0.0
C -0.1 -0.1 0.0
C 0.1 0.1 0.0
C -0.1 0.1 0.1
C 0.1 -0.1 -0.1
H 0.0 0.0 0.0
H 0.0 0.0 0.0
H 0.0 0.0 0.0
H 0.0 0.0 0.0
H 0.0 -0.1 0.0
H 0.0 0.0 0.0
H 0.0 0.0 0.0
H 0.0 -0.1 0.0
H 0.0 0.0 0.0
H 0.0 0.0 0.0
H 0.0 0.0 0.0
H 0.0 0.0 0.0
H -0.1 0.0 0.0
H 0.0 0.0 0.0
C -0.1 0.0 0.1
C 0.0 0.0 -0.1
C 0.0 0.1 0.1
C 0.0 -0.1 -0.1
C 0.1 0.1 -0.1
C 0.0 -0.1 0.1
H 0.0 0.0 0.0
H 0.1 0.0 0.0
H 0.0 0.0 0.0
H 0.0 0.0 0.0
H 0.0 0.0 0.1
H 0.0 0.0 0.0
H 0.0 0.0 0.0
H 0.0 0.0 0.0
H 0.0 0.0 0.0
H 0.0 0.0 0.0
H 0.0 0.0 0.0
H 0.0 0.0 0.0
H 0.0 0.1 0.0
H 0.0 0.0 0.0
C 0.1 -0.1 -0.1
C 0.0 0.1 0.1
C 0.0 0.0 -0.1
C 0.0 0.0 0.1
C 0.0 0.1 0.0
C 0.0 -0.1 0.0
H 0.0 0.0 0.0
H -0.1 0.0 0.1
H 0.0 0.0 0.0
H 0.0 0.0 0.0
H 0.0 0.0 -0.1
H 0.0 0.0 0.0
H 0.0 0.0 0.0
H 0.0 0.0 0.0
H 0.0 0.0 0.0
H 0.0 0.0 0.0
H 0.0 0.0 0.0
H 0.0 0.0 0.0
H 0.0 0.1 0.0
H 0.0 0.0 0.0